(1)
C10H16 | ωB97M-V/def2-TZVPD

structure (SMILES) = Cc1ccccc1.CCC
E_HOMO = -0.3318 Eh
net charge = 0
largest force on an atom = 2.048 eV Å⁻¹
energy = -10628.773 eV

Last columns: bonded neighbours and bond lengths (Å).
Geometry (Å):
1 C 2.525 0.837 -2.550  C2 1.494, H8 1.096, H9 1.097, H10 1.085
2 C 1.254 0.160 -2.152  C1 1.494, C3 1.391, C7 1.403
3 C 1.307 -1.218 -1.965  C2 1.391, C4 1.401, H11 1.084
4 C 0.279 -1.927 -1.329  C3 1.401, C5 1.377, H12 1.082
5 C -0.771 -1.202 -0.811  C4 1.377, C6 1.389, H13 1.082
6 C -0.889 0.154 -1.090  C5 1.389, C7 1.385, H14 1.080
7 C 0.116 0.862 -1.728  C2 1.403, C6 1.385, H15 1.082
8 H 3.202 0.169 -3.096  C1 1.096
9 H 3.197 0.996 -1.698  C1 1.097
10 H 2.403 1.730 -3.153  C1 1.085
11 H 2.241 -1.749 -2.109  C3 1.084
12 H 0.365 -3.003 -1.276  C4 1.082
13 H -1.624 -1.660 -0.328  C5 1.082
14 H -1.827 0.651 -0.896  C6 1.080
15 H 0.003 1.898 -2.018  C7 1.082
16 C -0.782 1.784 2.996  C17 1.560, H19 1.090, H20 1.089, H21 1.088
17 C -1.437 0.586 3.752  C16 1.560, C18 1.519, H22 1.091, H23 1.090
18 C -1.314 -0.736 3.015  C17 1.519, H24 1.078, H25 1.098, H26 1.096
19 H -0.436 1.459 2.015  C16 1.090
20 H 0.024 2.235 3.573  C16 1.089
21 H -1.493 2.588 2.821  C16 1.088
22 H -1.033 0.631 4.765  C17 1.091
23 H -2.479 0.880 3.883  C17 1.090
24 H -0.957 -0.586 2.008  C18 1.078
25 H -0.647 -1.426 3.549  C18 1.098
26 H -2.169 -1.413 3.117  C18 1.096


(2)
CH3F3Si | ωB97M-V/def2-TZVPD

structure (SMILES) = FC(F)(F)[SiH3]
E_HOMO = -0.4547 Eh
net charge = 0
largest force on an atom = 3.796 eV Å⁻¹
energy = -17114.080 eV

Last columns: bonded neighbours and bond lengths (Å).
Geometry (Å):
1 F -0.853 1.704 0.199  C2 1.631
2 C 0.182 0.539 0.679  F1 1.631, F3 1.318, F4 1.338, Si5 1.927
3 F 1.374 1.102 0.720  C2 1.318
4 F -0.184 0.440 1.962  C2 1.338
5 Si -0.068 -0.788 -0.696  C2 1.927, H6 1.577, H7 1.376, H8 1.536
6 H 1.243 -1.607 -1.008  Si5 1.577
7 H -1.027 -1.632 -0.186  Si5 1.376
8 H -0.667 0.240 -1.669  Si5 1.536


(3)
C6H12N3 | ωB97M-V/def2-TZVPD

structure (SMILES) = C[N+](C)(C)n1ccnc1
E_HOMO = -0.4856 Eh
net charge = +1
largest force on an atom = 4.087 eV Å⁻¹
energy = -10877.092 eV

Last columns: bonded neighbours and bond lengths (Å).
Geometry (Å):
1 C 0.073 -0.919 -1.412  N2 1.516, H10 1.125, H11 1.133, H12 1.102
2 N 0.255 -0.118 -0.138  C1 1.516, C3 1.481, C4 1.559, N5 1.444
3 C 0.933 -0.962 0.872  N2 1.481, H13 1.147, H14 1.134, H15 1.126
4 C 0.872 1.220 -0.646  N2 1.559, H16 1.204, H17 1.118, H18 1.096
5 N -1.066 0.249 0.316  N2 1.444, C6 1.446, C9 1.456
6 C -1.265 1.140 1.437  N5 1.446, C7 1.365, H19 1.065
7 C -2.594 1.020 1.726  C6 1.365, N8 1.332, H20 1.083
8 N -3.198 0.111 0.961  C7 1.332, C9 1.293
9 C -2.350 -0.414 0.137  N5 1.456, N8 1.293, H21 1.101
10 H -0.856 -0.511 -1.898  C1 1.125
11 H 0.986 -0.821 -2.077  C1 1.133
12 H -0.030 -2.004 -1.249  C1 1.102
13 H 1.256 -0.330 1.773  C3 1.147
14 H 0.183 -1.668 1.345  C3 1.134
15 H 1.951 -1.404 0.682  C3 1.126
16 H 1.792 0.858 -1.333  C4 1.204
17 H 0.147 1.751 -1.312  C4 1.118
18 H 1.336 1.669 0.240  C4 1.096
19 H -0.581 1.905 1.723  C6 1.065
20 H -3.052 1.722 2.412  C7 1.083
21 H -2.566 -1.176 -0.627  C9 1.101


(4)
C3H10NOS | ωB97M-V/def2-TZVPD

E_HOMO = -0.0956 Eh
net charge = -1
largest force on an atom = 4.594 eV Å⁻¹
energy = -17645.388 eV

Last columns: bonded neighbours and bond lengths (Å).
Geometry (Å):
1 C 1.778 -1.110 0.068  C2 1.509, H6 1.125, H7 1.163, H8 1.019
2 C 1.594 0.363 0.337  C1 1.509, C3 1.534, N5 1.543, H9 1.190
3 C 0.146 0.665 -0.069  C2 1.534, S4 1.805, H10 1.139, H11 1.099
4 S -1.034 -0.416 0.765  C3 1.805
5 N 1.830 1.370 1.483  C2 1.543, H12 0.987, H13 0.994
6 H 2.775 -1.408 0.495  C1 1.125
7 H 1.810 -1.184 -1.092  C1 1.163
8 H 1.189 -1.734 0.617  C1 1.019
9 H 2.369 0.732 -0.487  C2 1.190
10 H -0.158 1.745 0.133  C3 1.139
11 H 0.211 0.677 -1.166  C3 1.099
12 H 1.025 1.676 1.965  N5 0.987
13 H 2.407 0.838 2.094  N5 0.994
14 H -2.228 -0.569 -3.223  O16 0.939
15 H -2.648 -0.446 -1.881  O16 0.960
16 O -3.015 -0.347 -2.762  H14 0.939, H15 0.960


The records above give, respectively, energy relative to the best compared isomer or geometry (same formula, charge and spin) values of 22.4; 176.8; 97.4; 47.4 kcal/mol.